1.
Formula: C11H15NO
Source: OMol25
Level of theory: ωB97M-V with the def2-TZVPD basis set

```
28
Properties=species:S:1:pos:R:3:lowdin_charge:R:1
C -0.758 2.831 -0.399 -0.058
H -1.649 2.345 0.010 0.080
C -1.894 -2.496 -1.339 -0.328
H 1.445 4.344 1.186 0.120
H 3.813 0.206 2.338 0.101
H -1.294 -1.956 -2.074 0.106
C -3.370 -2.098 -1.339 -0.083
O -1.740 -3.816 -1.856 -0.085
H 1.220 -2.159 -0.256 0.093
C 2.482 -1.048 1.123 -0.113
H -0.913 3.907 -0.327 0.074
H -3.749 -2.355 -2.331 0.074
C 2.937 0.128 1.720 -0.011
H 3.037 -1.951 1.369 0.095
H -1.477 -2.393 -0.340 0.098
C 0.653 -0.077 -0.018 -0.041
C 0.988 1.117 0.586 -0.150
C 0.437 2.435 0.391 -0.233
C 1.224 3.290 1.108 -0.043
N 2.219 2.551 1.752 0.054
H -1.856 -4.468 -1.164 0.077
H -3.846 -2.710 -0.564 0.073
H -0.774 2.564 -1.459 0.076
H 3.005 2.947 2.225 0.142
H -3.700 -1.085 -1.138 0.064
C 1.411 -1.222 0.237 -0.087
C 2.072 1.208 1.502 -0.205
H 0.077 -0.041 -0.941 0.108
```

Properties
electronic energy = -558.11924 Ha
SMILES = Cc1c[nH]c2ccccc12.CCO
E_HOMO = -7.83 eV
energy above the lowest of the compared OMol25 structures with the same formula, charge and spin = 0.724 eV
lowest unoccupied orbital energy = 0.0332 Ha
Kohn-Sham gap = 8.731 eV


2.
Formula: C32H37F4N5O12
Source: OMol25
Level of theory: ωB97M-V with the def2-TZVPD basis set

```
90
Properties=species:S:1:pos:R:3:lowdin_charge:R:1
C -2.852 -2.483 -2.426 -0.148
C 0.348 -1.120 -0.184 -0.371
H 2.455 0.264 -3.206 0.085
C 3.895 1.372 -5.908 -0.135
H 0.021 3.002 2.285 0.149
H -1.257 3.596 0.269 0.131
H -0.643 -5.437 1.954 0.156
H 3.084 6.089 0.882 0.174
C 3.457 -2.493 2.672 -0.138
C -1.876 4.457 0.020 -0.047
N 4.357 -1.764 1.905 0.033
H -3.146 -4.143 1.171 0.074
O 2.159 3.223 2.482 0.124
H -6.368 -1.724 2.085 0.099
H -3.088 -1.327 -4.293 0.077
F -3.610 2.781 -0.080 0.061
C 0.772 3.246 3.037 -0.270
C 4.510 0.132 -5.764 -0.118
O 2.232 4.563 -0.215 0.099
O -1.651 0.572 2.011 0.101
F 2.739 6.549 -1.130 0.051
O -2.311 5.089 1.183 0.078
H 4.871 -1.798 -0.109 0.098
C -5.363 -2.117 2.121 -0.120
N -1.291 -5.528 1.185 -0.008
H -0.007 1.787 4.438 0.144
H -1.407 5.180 -0.648 0.146
C 2.797 3.571 -1.002 -0.393
C 4.298 -2.351 0.619 -0.120
H -4.270 -0.720 3.334 0.098
C -4.230 -1.614 2.730 -0.114
N -3.619 -3.360 1.599 -0.017
H 4.827 -0.885 2.067 0.129
H -3.081 -2.783 -0.362 0.096
C -1.060 -5.127 -0.088 -0.118
H -5.526 -3.962 0.846 0.111
O 2.002 1.462 3.756 0.070
H -4.281 0.557 -2.735 0.078
C -3.159 -1.342 -3.215 -0.124
O 2.186 2.692 -1.605 0.133
H 4.185 -1.298 -4.204 0.141
N -3.139 -2.158 -1.153 0.009
C 3.530 -3.524 0.699 -0.144
C -3.263 4.044 -0.517 -0.295
C 2.715 2.068 2.776 -0.570
O -0.490 -1.075 0.935 0.150
H -3.263 4.005 -1.606 0.172
C 4.418 5.014 -0.454 -0.108
C -3.550 5.564 1.004 -0.578
O 0.149 1.005 0.667 0.051
H 5.158 5.725 -0.820 0.146
H 3.127 -2.130 3.634 0.101
H 1.193 2.929 5.055 0.143
H 2.025 0.272 0.242 0.138
C 1.019 0.260 -0.177 -0.034
H 4.903 4.511 0.383 0.141
H -2.242 -5.477 -1.952 0.088
C 3.075 5.652 -0.117 -0.285
H 1.053 0.633 -1.201 0.113
H -3.917 -6.699 -0.228 0.098
H -2.924 -6.544 2.230 0.121
N 3.937 -0.417 -4.631 -0.002
H -0.288 -1.235 -1.062 0.167
C -2.986 -6.204 0.007 -0.124
C -3.710 -0.900 -1.064 -0.097
H -2.500 -3.466 -2.701 0.081
H 4.000 2.136 -6.665 0.088
H -0.205 -4.524 -0.356 0.106
H 3.366 -4.194 -0.132 0.091
H 2.471 2.560 -4.781 0.096
H -3.975 -0.376 -0.157 0.097
C 2.917 -3.544 1.943 -0.137
C -3.147 -2.389 2.358 -0.149
H 2.066 -4.166 2.179 0.085
F 0.563 4.477 3.426 0.114
F 1.199 -2.065 -0.186 0.148
C -3.780 -0.342 -2.407 -0.080
O -4.051 5.022 -0.020 0.196
O 4.113 3.966 -1.305 0.067
O -4.142 6.343 1.760 0.135
C -2.470 -6.160 1.328 -0.134
C -0.732 0.164 1.268 -0.520
C 0.939 2.281 4.216 -0.038
H -2.105 -2.278 2.621 0.108
H 5.298 -0.376 -6.301 0.100
C 2.958 0.442 -4.144 -0.135
C 2.972 1.608 -4.877 -0.113
O 3.714 1.601 2.259 0.123
C -2.113 -5.609 -0.888 -0.099
C -4.980 -3.239 1.434 -0.126
```

Properties
electronic energy = -2817.62720 Ha
SMILES = O=C1OC[C@@H](F)O1.O=C1OC[C@@H](F)O1.O=C1OC[C@@H](F)O1.O=C1OC[C@@H](F)O1.c1cc[nH]c1.c1cc[nH]c1.c1cc[nH]c1.c1cc[nH]c1.c1cc[nH]c1
E_HOMO = -7.78 eV
energy above the lowest of the compared OMol25 structures with the same formula, charge and spin = 0.000 eV
lowest unoccupied orbital energy = 0.0128 Ha
Kohn-Sham gap = 8.130 eV


3.
Formula: C8H17NSi
Source: OMol25
Level of theory: ωB97M-V with the def2-TZVPD basis set

```
27
Properties=species:S:1:pos:R:3:lowdin_charge:R:1
C 0.616 0.412 0.245 -0.041
C -2.659 -1.752 1.077 -0.346
H 0.767 0.321 1.273 0.051
H 1.786 -1.903 0.434 0.089
Si -2.913 -0.524 -0.416 0.745
H -4.638 2.143 -0.199 0.065
H -0.210 -0.194 -0.125 0.019
H -2.397 -0.359 2.626 0.064
H -3.045 -1.566 -1.571 -0.040
C -3.522 2.222 -0.386 -0.163
H 3.532 -1.483 -0.256 0.090
H 2.495 -0.865 -2.283 0.048
H 2.238 2.154 -0.813 0.049
H 0.612 1.489 0.052 0.065
H 3.603 1.291 -1.258 0.056
C 1.963 -0.017 -0.526 -0.624
H -3.100 3.173 -0.573 0.009
C 2.602 -1.184 0.281 -0.048
H 1.328 0.168 -2.440 0.050
H -2.627 -2.862 0.711 0.072
H 2.949 -0.703 1.155 0.050
C 2.826 1.313 -0.543 -0.050
C -2.369 -1.426 2.309 -0.111
H -1.977 -2.066 3.124 0.064
N 1.707 -0.496 -1.851 0.066
C -2.678 1.189 -0.545 -0.313
H 3.113 1.524 0.498 0.085
```

Properties
electronic energy = -659.06510 Ha
SMILES = C=C=[SiH]C=C.CC(C)(C)N
E_HOMO = -7.91 eV
energy above the lowest of the compared OMol25 structures with the same formula, charge and spin = 4.970 eV
lowest unoccupied orbital energy = -0.0109 Ha
Kohn-Sham gap = 7.615 eV


4.
Formula: C6H14O2
Source: OMol25
Level of theory: ωB97M-V with the def2-TZVPD basis set

```
22
Properties=species:S:1:pos:R:3:lowdin_charge:R:1
C 2.939 -2.076 -2.728 0.029
H 1.240 -0.398 -4.230 0.075
H 1.056 -2.260 2.007 0.061
H 1.871 -2.889 -0.232 0.100
H -2.273 5.790 3.753 0.040
C 1.328 -1.107 -1.154 -0.112
C 1.432 -1.914 -0.108 -0.150
C 0.898 -1.496 1.248 -0.105
H -4.695 3.349 4.384 0.025
H -0.226 -0.993 -3.339 0.075
H -0.183 -1.347 1.213 0.074
H 0.827 -2.013 -4.353 0.073
H 3.628 -2.126 -1.886 0.064
C 0.802 -1.192 -3.641 -0.065
H 3.306 -2.453 -3.683 0.066
H 0.898 -0.117 -1.012 0.119
H -3.229 5.776 2.490 0.034
O -4.927 2.503 4.806 -0.069
C 1.745 -1.541 -2.509 -0.375
O -2.920 5.278 3.252 -0.057
H 1.431 -0.618 1.615 0.073
H -4.947 1.846 4.106 0.027
```

Properties
electronic energy = -387.43456 Ha
SMILES = C=C(C)/C=C/C.O.O
E_HOMO = -8.71 eV
energy above the lowest of the compared OMol25 structures with the same formula, charge and spin = 1.985 eV
lowest unoccupied orbital energy = 0.0270 Ha
Kohn-Sham gap = 9.449 eV


The records above give, respectively, max |F| values of 2.1; 6.9; 3.4; 1.1 eV Å⁻¹.